1.
The following is a DFT calculation (the ωB97M-V functional and the def2-TZVPD basis) of a molecular structure, C41H43BiN6O4.

## Properties
Gap between HOMO and LUMO, eV: 7.3
HOMO energy, eV: -12.46
E_LUMO, eV: -5.12

```
! RIJCOSX wB97M-V def2-TZVPD def2/J DEFGRID3
* xyz 2 1
Bi -0.1678 0.5298 -0.8578
C -4.5520 -1.9380 4.8764
C -3.4390 -1.5772 3.9328
C -2.1978 -1.2076 4.3510
C -1.1372 -0.8918 3.4495
C 0.0554 -0.5425 4.1177
N 1.3172 -0.4005 3.7811
C 2.0333 -0.7236 2.5462
C 1.8966 -2.1875 2.1625
C 2.5293 -2.3954 0.7965
N 2.3855 -3.7843 0.3791
C 2.0095 -4.2946 -0.7626
C 1.4733 -3.7697 -1.9648
C 1.6627 -4.6642 -3.0562
C 1.2799 -4.3910 -4.3394
C 1.5273 -5.3309 -5.4860
C 0.5942 -3.1855 -4.5227
C 0.3323 -2.2805 -3.5097
C -0.5351 -1.1727 -3.8785
N -0.8029 -0.1270 -3.2080
C -1.9118 0.6974 -3.6848
C -3.1009 0.6503 -2.7063
C -3.3564 -0.7199 -2.0608
N -2.5848 -0.8362 -0.8248
C -3.2071 -1.1725 0.2232
C -2.6981 -1.2241 1.6011
C -3.6488 -1.5654 2.5425
C -1.3662 -0.8741 2.0249
O -0.4315 -0.5170 1.2384
C 0.7556 -2.5304 -2.1578
O 0.4556 -1.7649 -1.1850
H -4.1927 -1.9976 5.9022
H -4.9889 -2.9026 4.6170
H -5.3516 -1.1963 4.8430
H -1.9903 -1.1693 5.4153
H -0.0873 -0.3646 5.1795
H 1.9132 -0.1265 4.5474
H 3.0768 -0.4630 2.7248
H 1.6557 -0.1042 1.7438
H 0.8408 -2.4527 2.1032
H 2.3688 -2.8257 2.9158
H 3.5989 -2.1670 0.8183
H 2.0543 -1.7660 0.0540
H 2.7399 -4.4594 1.0435
H 2.1913 -5.3646 -0.8000
H 2.1602 -5.6072 -2.8551
H 2.0115 -6.2446 -5.1464
H 2.1694 -4.8710 -6.2380
H 0.5928 -5.6074 -5.9754
H 0.2164 -2.9551 -5.5148
H -1.0382 -1.3107 -4.8424
H -2.2360 0.3396 -4.6672
H -1.5672 1.7254 -3.7990
H -3.9865 0.9702 -3.2564
H -2.9608 1.3822 -1.9059
H -3.0533 -1.5247 -2.7359
H -4.4261 -0.8469 -1.8645
H -4.2741 -1.4244 0.1577
H -4.6415 -1.8179 2.1814
C 4.1773 0.3864 -2.1645
C 4.8171 1.2863 -1.3253
C 4.1052 1.9083 -0.3119
C 2.7497 1.6394 -0.1236
C 2.0991 0.7186 -0.9612
C 2.8275 0.1138 -1.9781
C 1.9831 2.3022 0.9662
C 2.6119 3.0356 2.0058
C 1.8597 3.5394 3.0224
C 0.4574 3.3406 3.0394
C -0.3798 3.8162 4.0754
C -1.7251 3.5867 4.0340
C -2.2896 2.8809 2.9487
C -1.5042 2.4117 1.9343
C -0.1048 2.6260 1.9619
N 0.6779 2.1221 0.9617
H 4.7233 -0.0928 -2.9668
H 5.8650 1.5151 -1.4641
H 4.6252 2.6220 0.3131
H 2.3468 -0.5819 -2.6557
H 3.6818 3.1780 2.0078
H 2.3272 4.0886 3.8312
H 0.0644 4.3662 4.8959
H -2.3651 3.9516 4.8257
H -3.3590 2.7164 2.9194
H -1.9429 1.8790 1.0997
N -1.1165 6.0921 -1.8074
C -0.0944 5.1723 -2.2954
C -0.4393 3.7576 -1.8539
O 0.2527 2.7922 -2.1245
O -1.5482 3.6548 -1.1552
H -1.6089 6.5664 -2.5514
H -0.7444 6.7919 -1.1810
H -1.8826 4.5950 -1.0966
H 0.8988 5.4004 -1.9081
H -0.0118 5.1648 -3.3821
*
```

***

2.
The following is a DFT calculation (the ωB97M-V functional and the def2-TZVPD basis) of 5 unconnected molecules or ions with the total composition C41H43BrF7N2O3.

## Properties
Gap between HOMO and LUMO, eV: 5.2
HOMO energy, eV: -10.62
E_LUMO, eV: -5.44

```
! RIJCOSX wB97M-V def2-TZVPD def2/J DEFGRID3
* xyz 1 1
C 5.0493 -0.3199 -0.0584
C 3.9973 0.0971 -1.2805
O 3.9064 1.3633 -1.7728
O 3.1442 -0.9111 -1.9267
C 1.8939 -1.1494 -1.1921
O 0.9876 -1.9641 -1.7972
C 1.4872 -0.5654 0.2828
C -0.1396 -0.6767 0.4489
C -0.8426 -1.6185 1.6404
N -2.3400 -1.6398 1.6477
C -2.9163 -2.5693 2.7454
F -2.7833 -3.9940 2.2601
F -4.3732 -2.3074 2.9473
F -2.1988 -2.4076 4.0382
N -3.2944 -1.0275 0.9109
C -2.8671 -0.1471 -0.2023
C -4.0700 0.5690 -1.1180
C -5.3706 1.0337 -0.1967
C -6.3617 -0.1992 0.2305
Br -6.4797 2.3215 -1.3091
C -1.2752 0.0412 -0.4903
C -0.7955 0.9846 -1.7663
C 0.0910 2.2941 -1.3337
C -0.7698 3.5452 -0.7154
C -1.4942 3.2361 0.7304
C -1.8615 4.2055 -1.7711
H 6.0866 -0.5282 -0.6109
H 4.6064 -1.2721 0.4581
H 5.1143 0.5535 0.7181
H 1.9269 0.4862 0.5464
H 1.9544 -1.3211 1.0802
H -0.1790 -2.2476 2.4084
H -3.7090 1.5334 -1.6736
H -4.4141 -0.2911 -1.8703
H -4.9401 1.6612 0.6925
H -7.4397 0.2312 0.4990
H -5.9402 -0.6221 1.2627
H -6.3932 -1.0991 -0.5173
H -1.6796 1.3487 -2.4460
H -0.1096 0.3081 -2.4714
H 0.5955 2.7009 -2.3353
H 0.9712 2.0790 -0.5928
H 0.0190 4.4152 -0.5006
H -0.8269 2.4132 1.2643
H -2.5851 2.8548 0.4801
H -1.5757 4.2359 1.3774
H -2.7976 4.5353 -1.1288
H -2.1242 3.4872 -2.6586
H -1.3791 5.2074 -2.2033
F 2.3625 4.7897 -0.3274
C 3.5026 5.1230 -0.9468
C 3.7652 6.4602 -1.2238
C 4.9545 6.8081 -1.8640
C 5.8640 5.8129 -2.2303
C 5.5890 4.4731 -1.9524
C 4.4049 4.1266 -1.3022
H 3.0432 7.2186 -0.9393
H 5.1727 7.8515 -2.0781
H 6.7895 6.0844 -2.7336
H 6.2965 3.6998 -2.2421
H 4.1794 3.0909 -1.0705
F 9.4236 5.1830 -3.4524
C 9.1442 4.4891 -4.5637
C 9.4604 5.0293 -5.8053
C 9.1743 4.3049 -6.9625
C 8.5647 3.0517 -6.8653
C 8.2465 2.5201 -5.6146
C 8.5429 3.2399 -4.4574
H 9.9261 6.0078 -5.8617
H 9.4247 4.7151 -7.9377
H 8.3377 2.4889 -7.7683
H 7.7683 1.5463 -5.5417
H 8.3106 2.8378 -3.4768
F -0.8486 -4.0560 8.6181
C -1.5387 -4.8720 7.8103
C -1.8980 -4.4341 6.5403
C -2.6121 -5.2852 5.6970
C -2.9687 -6.5621 6.1376
C -2.6078 -6.9905 7.4159
C -1.8842 -6.1434 8.2547
H -1.6195 -3.4359 6.2184
H -2.8911 -4.9551 4.6994
H -3.5296 -7.2239 5.4811
H -2.8901 -7.9833 7.7581
H -1.5877 -6.4635 9.2481
F -6.6134 -3.8998 -0.8672
C -6.6760 -4.9175 0.0017
C -7.3579 -6.0771 -0.3506
C -7.4189 -7.1389 0.5518
C -6.8059 -7.0250 1.8020
C -6.1280 -5.8551 2.1482
C -6.0578 -4.7979 1.2414
H -7.8351 -6.1443 -1.3229
H -7.9430 -8.0527 0.2829
H -6.8575 -7.8518 2.5072
H -5.6552 -5.7672 3.1234
H -5.5274 -3.8848 1.4906
*
```

***

3.
The following is a DFT calculation (the ωB97M-V functional and the def2-TZVPD basis) of a molecular structure, C41H43ClN3P3S2SeW.

## Properties
Gap between HOMO and LUMO (alpha / beta), eV: 7.2 / 6.0
ΔE to the lowest compared entry with this formula, charge and spin, kJ/mol: 0.0
HOMO energy (alpha / beta), eV: -7.24 / -7.10
E_LUMO (alpha / beta), eV: -0.08 / -1.14

```
! RIJCOSX wB97M-V def2-TZVPD def2/J DEFGRID3
* xyz 0 3
W -0.5659 0.4769 -0.7555
C 3.0009 -0.3295 2.1914
N 1.8719 -0.0424 1.3172
P 1.5874 -0.6776 -0.2203
C 3.0076 -0.1849 -1.2268
C 3.3569 -0.8509 -2.4014
C 4.3943 -0.3761 -3.1855
C 5.0891 0.7658 -2.8089
C 4.7487 1.4311 -1.6416
C 3.7116 0.9579 -0.8522
C 1.7177 -2.4721 -0.0057
C 0.6109 -3.1771 0.4531
C 0.7000 -4.5285 0.7383
C 1.9089 -5.1909 0.5720
C 3.0235 -4.4937 0.1315
C 2.9321 -3.1381 -0.1520
P 0.5701 1.0169 1.5304
C -0.3257 0.4380 3.0025
C -1.2077 1.2768 3.6864
C -1.7864 0.8588 4.8722
C -1.4952 -0.3989 5.3865
C -0.6472 -1.2502 4.6953
C -0.0657 -0.8338 3.5038
C 1.3914 2.5277 2.1866
C 1.5448 2.6486 3.5744
C 2.2717 3.6920 4.1264
C 2.8654 4.6398 3.3079
C 2.7553 4.5137 1.9332
C 2.0416 3.4616 1.3803
H 2.8744 -1.2875 2.7003
H 3.0982 0.4601 2.9364
H 3.9220 -0.3611 1.6072
H 2.8068 -1.7281 -2.7137
H 4.6538 -0.8932 -4.0998
H 5.8937 1.1393 -3.4284
H 5.2789 2.3270 -1.3477
H 3.4463 1.4918 0.0515
H -0.3264 -2.6554 0.5899
H -0.1741 -5.0655 1.0839
H 1.9824 -6.2479 0.7903
H 3.9689 -5.0050 0.0071
H 3.8096 -2.6048 -0.4941
H -1.4186 2.2685 3.3046
H -2.4582 1.5207 5.4020
H -1.9372 -0.7166 6.3220
H -0.4223 -2.2339 5.0875
H 0.6171 -1.4956 2.9817
H 1.1034 1.9303 4.2483
H 2.3663 3.7607 5.2022
H 3.4169 5.4652 3.7386
H 3.2128 5.2354 1.2691
H 2.0082 3.3708 0.3067
S -1.7595 2.4727 0.1571
C -0.5357 3.4307 -0.6275
S 0.6598 2.4985 -1.4690
C -0.5004 4.8008 -0.5333
C 0.5728 5.5345 -1.1100
N 1.4780 6.1002 -1.5436
C -1.4721 5.4993 0.2369
N -2.2526 6.0430 0.8857
Cl 0.0981 -1.0310 -2.5582
Se -2.2204 1.2942 -2.6559
C -1.5154 0.7975 -4.3661
C -2.0168 -0.3047 -5.0475
C -1.5208 -0.6470 -6.2970
C -0.5146 0.1107 -6.8771
C -0.0156 1.2184 -6.2034
C -0.5159 1.5620 -4.9580
H -2.8001 -0.9005 -4.5946
H -1.9213 -1.5093 -6.8154
H -0.1244 -0.1554 -7.8511
H 0.7652 1.8208 -6.6506
H -0.1250 2.4245 -4.4316
C -3.4028 -0.8184 2.3940
C -2.8306 -1.8607 1.4350
P -2.5768 -1.1597 -0.2474
C -2.5141 -2.6073 -1.3848
C -3.1827 -3.9054 -0.9440
C -4.2234 -0.3978 -0.5323
C -5.4531 -1.2906 -0.4055
H -3.2668 -1.1293 3.4272
H -4.4680 -0.6738 2.2288
H -2.9207 0.1525 2.2752
H -3.5255 -2.6987 1.3396
H -1.8995 -2.2753 1.8234
H -1.4635 -2.7930 -1.5972
H -2.9234 -2.2408 -2.3308
H -2.6949 -4.3235 -0.0617
H -3.0971 -4.6462 -1.7403
H -4.2397 -3.7912 -0.7108
H -4.1744 0.0323 -1.5311
H -4.2795 0.4610 0.1434
H -5.4765 -2.0496 -1.1868
H -6.3514 -0.6835 -0.5249
H -5.5299 -1.7971 0.5557
*
```

***

4.
The following is a DFT calculation (the ωB97M-V functional and the def2-TZVPD basis) of a molecular structure, C41H43F5N5O2RbS2.

## Properties
Gap between HOMO and LUMO, eV: 4.7
ΔE to the lowest compared entry with this formula, charge and spin, kJ/mol: 52.8
HOMO energy, eV: -1.38
E_LUMO, eV: 3.36

```
! RIJCOSX wB97M-V def2-TZVPD def2/J DEFGRID3
* xyz -2 1
Rb 1.1075 0.7603 0.1638
C -1.7560 -2.8794 -2.6958
N -1.6215 -2.2313 -1.4235
C -2.4595 -1.0657 -1.2729
C -2.2251 -0.0215 -2.3592
C -2.7542 1.3567 -1.9607
N -1.8560 2.0404 -1.0565
C -1.3691 3.1471 -1.4502
C -0.4419 4.0187 -0.7520
C 0.1030 5.0715 -1.4989
C 1.0466 5.9444 -0.9989
C 1.4807 5.7483 0.3191
C 0.9610 4.7486 1.0974
C -0.0603 3.8465 0.6343
O -0.5534 2.9671 1.3961
C -1.6510 -3.1287 -0.2963
C -0.3943 -3.9854 -0.1345
C 0.8488 -3.2209 0.3254
N 1.2374 -2.1840 -0.5927
C 2.4626 -2.0940 -0.9196
C 3.0390 -1.0813 -1.7929
C 4.4350 -1.0665 -1.8962
C 5.1289 -0.1054 -2.6013
C 4.3951 0.9191 -3.2142
C 3.0267 0.9396 -3.1520
C 2.2593 -0.0668 -2.4687
O 0.9983 -0.0070 -2.4497
H -2.8032 -3.1947 -2.9057
H -1.1277 -3.7682 -2.7372
H -1.4260 -2.2167 -3.4954
H -2.2382 -0.6155 -0.3028
H -3.5413 -1.3436 -1.2558
H -2.7167 -0.3255 -3.2902
H -1.1516 0.0417 -2.5545
H -3.7181 1.2352 -1.4434
H -2.9493 1.9601 -2.8647
H -1.6407 3.5216 -2.4558
H -0.2302 5.1807 -2.5285
H 1.4604 6.7329 -1.6151
H 2.2540 6.3906 0.7316
H 1.3111 4.5899 2.1117
H -2.5400 -3.8007 -0.3413
H -1.7714 -2.5265 0.6074
H -0.1714 -4.5197 -1.0629
H -0.6136 -4.7564 0.6141
H 1.6693 -3.9402 0.5103
H 0.6202 -2.7512 1.2920
H 3.2011 -2.8038 -0.5052
H 4.9825 -1.8271 -1.3474
H 6.2120 -0.1084 -2.6251
H 4.9169 1.7180 -3.7350
H 2.4497 1.7289 -3.6224
S -1.5196 -1.5122 3.1365
C -3.0083 -0.9299 3.5237
N -3.8898 -1.5999 4.3192
C -5.1520 -1.0278 4.7383
C -4.9972 0.4664 4.8640
N -4.5706 0.9761 3.5844
C -4.9930 2.3339 3.2541
C -4.3990 3.3794 4.1726
C -5.1775 3.9537 5.1732
C -4.6400 4.8886 6.0473
C -3.3098 5.2592 5.9255
C -2.5267 4.6987 4.9251
C -3.0613 3.7661 4.0496
C -3.4680 0.4306 2.9710
S -2.6296 1.1668 1.7784
C -3.5952 -2.9233 4.8492
C -3.2322 -2.8871 6.3129
C -3.9661 -3.6016 7.2517
C -3.6307 -3.5564 8.5988
C -2.5573 -2.7877 9.0180
C -1.8210 -2.0663 8.0865
C -2.1534 -2.1136 6.7429
H -5.4175 -1.4703 5.7006
H -5.9419 -1.2635 4.0140
H -4.2839 0.7098 5.6625
H -5.9514 0.9301 5.1189
H -6.0857 2.3610 3.3235
H -4.7001 2.5233 2.2237
H -6.2204 3.6661 5.2663
H -5.2608 5.3261 6.8205
H -2.8834 5.9890 6.6034
H -1.4900 4.9897 4.8115
H -2.4392 3.3514 3.2642
H -2.7786 -3.3338 4.2574
H -4.4820 -3.5500 4.7053
H -4.8087 -4.2013 6.9237
H -4.2123 -4.1192 9.3191
H -2.2922 -2.7479 10.0674
H -0.9786 -1.4662 8.4067
H -1.5763 -1.5598 6.0124
F 3.6274 1.2036 0.9061
C 3.8159 -0.1140 1.4432
F 2.5816 -0.2866 2.1838
C 4.7914 0.1674 2.5816
F 6.0156 0.5020 2.1028
F 4.9686 -0.9382 3.3501
F 4.4664 1.1628 3.4598
*
```

***

5.
The following is a DFT calculation (the ωB97M-V functional and the def2-TZVPD basis) of a molecular structure, C41H43F9MnN7O5P2STe.

## Properties
Gap between HOMO and LUMO (alpha / beta), eV: 3.5 / 5.4
ΔE to the lowest compared entry with this formula, charge and spin, kJ/mol: 118.3
HOMO energy (alpha / beta), eV: -11.07 / -11.07
E_LUMO (alpha / beta), eV: -7.59 / -5.66

```
! RIJCOSX wB97M-V def2-TZVPD def2/J DEFGRID3
* xyz 2 5
Mn 1.2626 -0.2780 0.2793
N 3.2028 0.1601 4.0323
C 1.9750 0.0613 4.6294
C 1.5830 0.1728 5.9549
C 0.2404 0.0052 6.2130
C -0.6730 -0.2711 5.1910
C -0.2858 -0.3817 3.8727
C 1.0650 -0.2037 3.5804
N 1.7600 -0.2456 2.3911
C 3.0322 -0.0261 2.7026
C 4.1158 0.0241 1.7526
C 5.4477 0.2004 2.0437
S 6.3826 0.2196 0.6184
C 4.9316 -0.0083 -0.2822
N 3.8479 -0.0946 0.4170
H 4.0675 0.3492 4.5106
H 2.2943 0.3767 6.7395
H -0.1164 0.0832 7.2265
H -1.7092 -0.4142 5.4554
H -1.0080 -0.5880 3.0999
H 5.9225 0.3108 2.9977
H 4.9763 -0.0772 -1.3516
N 1.3743 -0.0042 -1.9889
C 0.8566 1.3638 -2.1386
C 0.9968 1.9438 -3.5456
C -0.0188 3.0749 -3.7785
C 0.5959 4.2568 -4.5259
N 1.7331 4.7279 -3.7533
C 3.0030 4.7072 -4.1342
N 3.9459 4.6635 -3.1930
N 3.3480 4.7069 -5.4248
C 1.5478 2.1980 -1.0082
O 2.0337 3.2938 -1.2455
O 1.5160 1.5995 0.1143
H 2.3551 -0.0277 -2.2730
H 0.8765 -0.6507 -2.6021
H -0.2083 1.3422 -1.8717
H 0.8362 1.1498 -4.2774
H 2.0169 2.3132 -3.6726
H -0.3935 3.4359 -2.8190
H -0.8715 2.7110 -4.3468
H -0.1410 5.0579 -4.6280
H 0.9079 3.9396 -5.5215
H 1.5898 4.6397 -2.7466
H 3.6724 4.5319 -2.2284
H 4.9167 4.8105 -3.4112
H 2.6656 4.9116 -6.1364
H 4.3169 4.7540 -5.6943
C 0.4251 -6.3454 2.3705
C 0.4712 -5.7887 0.9635
O 0.9108 -4.4229 1.0003
P 0.8640 -3.5726 -0.3413
O 1.2654 -2.1759 0.1169
Te -1.0589 -3.8719 -1.7109
O 1.9798 -4.1853 -1.3049
C 3.3191 -4.3993 -0.8494
C 4.2365 -3.3678 -1.4717
H 0.0647 -7.3684 2.3215
H -0.2562 -5.7771 2.9974
H 1.4129 -6.3295 2.8243
H -0.5242 -5.8216 0.5045
H 1.1589 -6.3705 0.3425
H 3.5922 -5.4070 -1.1666
H 3.3513 -4.3435 0.2422
H 4.1960 -3.4427 -2.5547
H 5.2626 -3.5313 -1.1545
H 3.9101 -2.3745 -1.1709
F -5.2018 -5.3360 0.4670
C -4.3430 -5.0472 1.4483
F -3.4358 -6.0372 1.4806
F -5.0182 -5.0973 2.6042
C -3.6796 -3.7100 1.2370
C -2.3584 -3.5421 1.6235
C -1.7136 -2.3509 1.3486
C -2.4031 -1.3098 0.7385
C -3.7481 -1.4633 0.4170
C -4.3854 -2.6661 0.6512
P -1.4926 0.2164 0.3262
C -2.1814 1.4401 1.4980
C -3.0051 1.1055 2.5703
C -3.2728 2.0428 3.5538
C -2.7530 3.3231 3.4400
C -1.9997 3.6931 2.3312
C -1.6978 2.7421 1.3780
C -2.9031 4.3102 4.5696
F -1.7415 4.4195 5.2471
F -3.2057 5.5398 4.1434
F -3.8306 3.9486 5.4569
C -2.3581 0.5919 -1.2576
C -1.9773 -0.2150 -2.3300
C -2.4494 0.0123 -3.6032
C -3.3269 1.0688 -3.8134
C -3.7738 1.8374 -2.7455
C -3.2883 1.6040 -1.4674
C -3.7063 1.4337 -5.2257
F -2.9516 2.4871 -5.6366
F -4.9761 1.7967 -5.3621
F -3.4560 0.4498 -6.0925
H -1.8365 -4.3436 2.1207
H -0.6676 -2.2293 1.6061
H -4.2951 -0.6451 -0.0260
H -5.4210 -2.7958 0.3808
H -3.4145 0.1103 2.6712
H -3.8656 1.7840 4.4179
H -1.6344 4.7051 2.2454
H -1.0618 2.9963 0.5419
H -1.2830 -1.0283 -2.1497
H -2.1335 -0.6102 -4.4258
H -4.4999 2.6176 -2.9152
H -3.6264 2.2183 -0.6455
*
```

***

Total energy in Ha, matching the order above: -2431.86401; -5195.64941; -6501.68214; -3332.21072; -5746.21553